(1)
C4H5O3 | ωB97M-V/def2-TZVPD

Values from the calculation:
HOMO level in eV: -0.8

```
! wB97M-V def2-TZVPD RIJCOSX def2/J DEFGRID3
* xyz -1 1
C -1.75962 0.55683 0.39302
C -0.51597 -0.02998 0.58401
C 2.38466 0.61517 0.13877
C 0.05116 -1.01548 -0.17124
O 2.92014 0.40911 -0.88674
O 1.97296 0.92056 1.20111
O -0.39386 -1.37903 -1.46602
H -2.38661 1.14773 1.07146
H -2.25842 0.49288 -0.57590
H -0.01774 0.15972 1.50546
H 1.10986 -1.27510 -0.11885
H -1.10655 -0.60240 -1.67509
*
```

(2)
C4H5O3 | ωB97M-V/def2-TZVPD

Values from the calculation:
HOMO level in eV: -16.5

```
! wB97M-V def2-TZVPD RIJCOSX def2/J DEFGRID3
* xyz 1 1
C -0.45583 1.23246 1.79284
C -0.88900 -0.56106 0.22188
C 0.54963 -0.35412 -0.30588
C 0.48541 1.76377 0.70119
O -0.95068 -0.00659 1.51526
O 1.05574 0.97477 -0.09723
O -0.57476 1.74198 2.85392
H -1.77491 -0.09532 -0.25968
H -1.11659 -1.56163 0.43981
H 1.41748 -0.98467 0.14588
H 0.48935 -0.60556 -1.41811
H 0.99442 2.77589 0.68630
*
```

(3)
C4H5O3Se | ωB97M-V/def2-TZVPD

Values from the calculation:
SMILES: C[Se]CC(=O)C(=O)[O-]
HOMO level in eV: -4.1

```
! wB97M-V def2-TZVPD RIJCOSX def2/J DEFGRID3
* xyz -1 1
C -1.24363 0.24596 -0.02247
C -2.50471 -0.74608 0.01129
C 2.27450 0.29244 0.80184
C -0.20448 0.10305 -1.20566
O -2.28404 -1.87277 0.48612
O -0.95806 0.90160 0.92277
O -3.58501 -0.14354 -0.12842
Se 1.48098 1.13568 -0.81666
H 1.60119 -0.34969 1.39223
H 3.26008 -0.20084 0.56176
H 2.51477 1.25612 1.37067
H 0.10916 -1.03271 -1.16297
H -0.46075 0.41079 -2.21049
*
```

(4)
C4H5O4Ru | ωB97M-V/def2-TZVPD

Values from the calculation:
Expectation value of S²: 8.76
HOMO level (alpha / beta) in eV: -29.8 / -29.8

```
! wB97M-V def2-TZVPD RIJCOSX def2/J DEFGRID3
* xyz 4 6
C 0.79266 -1.05081 2.06913
O -0.19808 -1.29346 2.78942
H 1.79074 -0.98881 2.52467
H -0.07710 -1.09471 3.73864
C 0.58112 -0.92184 0.62710
C 1.07068 0.34253 0.01326
H 1.21614 -1.73016 0.19346
H -0.46717 -1.17919 0.27159
H 2.01664 0.81480 0.32673
O 0.48873 0.79567 -0.96433
C -2.44636 1.34920 -3.31691
O -3.15566 0.46230 -3.50465
O -1.61642 2.06469 -2.88842
Ru 0.00408 2.42980 -1.87970
*
```

(5)
C4H5O4S | ωB97M-V/def2-TZVPD

Values from the calculation:
SMILES: CC(=O)[C@@]1([S-])OC1(O)O
HOMO level in eV: -3.7

```
! wB97M-V def2-TZVPD RIJCOSX def2/J DEFGRID3
* xyz -1 1
C -0.86722 -0.57822 -0.23394
C 0.58834 -0.06836 1.83448
C -0.86017 -0.27087 -1.72198
C 0.46896 -0.43762 0.44210
O 0.98164 0.85866 0.90918
O -1.85340 -0.80732 0.44124
O 1.66637 -0.49937 2.60430
O -0.35990 0.34862 2.72691
S 1.59341 -1.65956 -0.07617
H 0.19613 -0.24981 -2.04086
H -1.06867 0.77899 -2.12052
H -1.72294 -0.90121 -2.03678
H -1.08964 0.56537 2.14734
H 2.07274 -1.22130 2.10689
*
```

(6)
C4H5O5Sn | ωB97M-V/def2-TZVPD

Values from the calculation:
HOMO level in eV: -11.7

```
! wB97M-V def2-TZVPD RIJCOSX def2/J DEFGRID3
* xyz 1 1
O -1.18509 0.01441 1.66057
C -0.30757 0.78599 2.17659
C 0.49555 -0.26575 -0.27387
O -0.11499 0.73538 3.42105
O 0.52824 1.44774 1.41939
C 0.44447 1.23231 0.00164
Sn -1.68208 -0.39230 3.43815
H -0.48203 -0.65457 -0.58127
H 1.10555 -0.79867 0.46468
H -0.49087 1.66145 -0.37543
H 1.30424 1.75451 -0.42819
O 1.77044 -0.72093 -3.58235
C 0.80158 -0.66620 -2.68003
O 1.37316 -0.44100 -1.53688
H 1.38031 -0.91387 -4.44267
*
```